{"formula": "C14H16NO4PS2V", "method": "wB97M-V/def2-TZVPD", "e_homo_ha": [-0.314, -0.317], "multiplicity": 2, "s2": 0.92, "e_lumo_ev": [-1.13, -0.86], "total_energy_ev": -81108.698, "species": ["V", "O", "C", "O", "C", "C", "C", "C", "C", "C", "C", "C", "C", "N", "H", "H", "H", "H", "H", "H", "C", "C", "O", "P", "S", "S", "O", "C", "C", "H", "H", "H", "H", "H", "H", "H", "H", "H", "H"], "positions_angstrom": [[-0.2980, -0.6092, 0.0215], [-1.4720, -3.7173, -2.1098], [-0.8908, -2.8133, -1.5625], [-1.4175, -1.9442, -0.7406], [0.5785, -2.5639, -1.8671], [1.2723, -3.4014, -2.7537], [2.5702, -3.1006, -3.0426], [3.1827, -1.9730, -2.4505], [4.5238, -1.6103, -2.7085], [5.0742, -0.5202, -2.0982], [4.3103, 0.2534, -1.2002], [3.0095, -0.0666, -0.9297], [2.4198, -1.1834, -1.5582], [1.1216, -1.5106, -1.2924], [0.7442, -4.2427, -3.1771], [3.1474, -3.7121, -3.7256], [5.1033, -2.2152, -3.3949], [6.1015, -0.2462, -2.2979], [4.7617, 1.1101, -0.7178], [2.4162, 0.5180, -0.2399], [-4.9030, 1.1114, 0.2811], [-3.9842, 1.7144, 1.3179], [-2.7812, 2.1981, 0.6833], [-1.4011, 1.4110, 0.9307], [0.5818, -1.1484, 1.7856], [-0.2997, 1.6105, -0.7656], [-0.6074, 2.2595, 2.0381], [-0.8434, 1.9686, 3.4305], [-1.6601, 3.0694, 4.0690], [-5.8695, 0.8764, 0.7287], [-4.4748, 0.1951, -0.1261], [-5.0582, 1.8152, -0.5360], [-3.7292, 0.9769, 2.0855], [-4.4400, 2.5742, 1.8090], [0.1399, 1.8832, 3.8915], [-1.3360, 0.9955, 3.5250], [-1.1467, 4.0258, 3.9771], [-1.8093, 2.8533, 5.1278], [-2.6368, 3.1586, 3.5924]], "forces_ev_per_angstrom": [[0.242, -0.175, 0.876], [0.037, -0.011, 0.123], [-0.065, -0.045, -0.314], [0.093, 0.185, 0.136], [0.035, 0.054, -0.045], [0.040, -0.005, 0.004], [-0.021, -0.006, 0.000], [-0.089, 0.062, 0.091], [0.064, 0.030, -0.002], [0.026, -0.056, -0.055], [-0.091, 0.008, 0.044], [0.034, 0.047, 0.008], [0.125, -0.105, -0.010], [-0.531, 0.064, -0.200], [0.008, -0.003, -0.008], [-0.010, -0.010, -0.002], [0.004, 0.003, 0.002], [0.001, -0.007, -0.004], [-0.005, 0.003, 0.002], [0.017, 0.010, 0.000], [0.024, 0.001, 0.013], [-0.027, -0.050, -0.044], [-0.027, -0.022, 0.099], [0.173, -0.206, -0.606], [-0.112, 0.212, -0.277], [0.164, 0.014, 0.051], [-0.114, 0.029, 0.115], [0.021, -0.027, 0.014], [0.000, -0.016, -0.017], [0.002, -0.023, -0.001], [0.001, 0.005, -0.015], [-0.016, 0.010, 0.009], [-0.012, 0.012, 0.018], [0.007, 0.009, -0.015], [0.001, 0.007, -0.002], [0.008, -0.006, -0.003], [-0.002, 0.003, 0.000], [-0.002, 0.009, 0.005], [-0.002, -0.003, 0.009]]}